No. 1
DFT (ωB97M-V/def2-TZVPD) results for a gas-phase ion, C8H9ClN3 (charge +1) at a distorted geometry.

Values from the calculation:
* SMILES: [H]/N=C1/C=CC(Cl)=C/C1=C/C(N)=[NH2+]
* relative energy (zero: lowest compared OMol25 entry of this formula, charge and spin): 5.93 kcal per mole
* largest force on an atom: 4.98 eV/Å
* net charge: +1
* LUMO energy (alpha / beta): -5.805 / -5.806 eV
* gap between HOMO and LUMO (alpha / beta): 6.4293 / 6.4269 eV
* energy: -934.38825 hartree

Structure (XYZ):
```
21
Properties=species:S:1:pos:R:3:forces:R:3
H 1.19590 1.66031 -1.05128 0.6683 -0.8963 -0.3632
N 0.33268 1.99733 -0.69377 -0.1376 1.5497 -0.0546
C -0.49220 1.21048 -0.16545 -0.8325 1.1507 0.3011
C -1.74454 1.88955 0.28564 -0.5720 -2.4305 0.7554
C -2.83384 1.15334 0.53359 -1.4759 0.1055 -0.5239
C -2.92514 -0.17809 0.06061 2.5708 -3.9832 -1.5313
Cl -4.41989 -1.06939 -0.03290 0.6376 0.9398 0.2498
C -1.78259 -0.89396 -0.36433 1.3434 1.4163 1.1002
C -0.42454 -0.26256 -0.16703 -0.7238 -1.7838 -0.7500
C 0.72507 -1.09602 -0.22343 -3.5261 -1.9121 -0.3831
C 2.06184 -0.85815 0.08779 0.6059 2.8463 0.4992
N 3.05415 -1.73739 -0.04848 -0.7568 -0.4864 -0.2164
N 2.36638 0.41292 0.49116 -0.1015 -0.8709 -0.2216
H -1.84095 2.90876 0.47916 0.7091 1.6273 0.0596
H -3.82785 1.45564 0.84501 0.3873 1.0220 0.2753
H -1.68555 -1.94195 -0.68730 -0.9160 0.5874 0.2567
H 0.40153 -2.14520 -0.55064 0.9867 1.3942 0.7257
H 3.99532 -1.50641 -0.33569 -0.1024 0.0804 0.4703
H 2.75751 -2.69803 -0.06862 0.3010 -0.2083 -0.5434
H 1.79451 0.96888 1.10116 -0.6624 -0.1734 -0.2846
H 3.29219 0.72993 0.50480 1.5968 0.0254 0.1787
```
Positions in Å, forces in eV/Å.


No. 2
DFT (ωB97M-V/def2-TZVPD) results for a molecular structure, C8H9EuNO6 at a distorted geometry.

Values from the calculation:
* ⟨S²⟩: 15.76
* 2S+1: 8
* largest force on an atom: 5.26 eV/Å
* net charge: +2
* LUMO energy (alpha / beta): -7.187 / -7.173 eV
* gap between HOMO and LUMO (alpha / beta): 8.5255 / 9.4172 eV
* energy: -1526.20069 hartree

Structure (XYZ):
```
25
Properties=species:S:1:pos:R:3:forces:R:3
Eu 0.14137 0.36380 -0.86350 -0.5959 -0.0325 -0.6257
C -0.09395 1.87771 1.49850 0.6699 1.3045 5.0475
O -0.01035 2.32176 2.56341 -0.4146 -1.6350 -4.1154
C 0.00338 3.14845 -0.63292 -0.4473 4.6644 0.4809
O -0.09046 4.24953 -0.29999 0.3805 -4.0065 -1.2474
C -2.40016 1.36141 0.05576 -3.4998 1.4577 0.7729
O -3.38301 1.83251 0.41351 3.1391 -1.5204 -1.0357
C 2.46124 1.48655 -0.14467 4.0381 1.1262 2.3403
O 3.39542 1.73010 0.48255 -3.3524 -0.8023 -2.3249
C -0.08063 -0.19005 -4.27170 -0.0139 -0.1045 -0.1314
H 0.85628 -0.77542 -4.24342 -0.4800 0.4076 0.0839
H -1.01852 -0.77174 -4.21849 0.5040 0.4059 0.0951
C -0.08472 1.10794 -4.61819 0.0082 -0.0704 -0.3342
H -1.02181 1.64630 -4.84315 0.5204 -0.3313 0.3402
H 0.84537 1.64683 -4.86927 -0.5028 -0.3302 0.3500
N -0.71441 -2.47258 3.10720 0.1490 -0.4512 0.5748
C 0.68280 -2.36030 2.51731 -0.3051 -0.2673 0.2278
C 0.52636 -1.36521 1.36493 -0.0332 2.0032 -0.8550
O 1.47766 -0.68536 0.84036 -1.0894 -2.0401 1.3120
O -0.68930 -1.18590 0.98883 1.1348 -0.2541 -0.0131
H -0.87455 -1.83473 3.90425 0.2022 -0.1758 -0.4342
H -0.86186 -3.42218 3.46864 -0.2023 0.1858 -0.1604
H -1.39009 -2.22488 2.35117 0.3186 -0.1609 0.2105
H 1.37498 -2.13841 3.34305 -0.0627 0.2989 -0.6649
H 0.94894 -3.34614 2.10581 -0.0657 0.3284 0.1064
```
Positions in Å, forces in eV/Å.


No. 3
DFT (ωB97M-V/def2-TZVPD) results for C8H9F2PS in the gas phase at a distorted geometry.

Values from the calculation:
* SMILES: CP(C)(=S)c1c(F)cccc1F
* relative energy (zero: lowest compared OMol25 entry of this formula, charge and spin): 0.00 kcal per mole
* largest force on an atom: 4.96 eV/Å
* LUMO energy: 0.266 eV
* gap between HOMO and LUMO: 9.1423 eV
* energy: -1249.46460 hartree

Structure (XYZ):
```
21
Properties=species:S:1:pos:R:3:forces:R:3
C 1.72416 1.43277 -0.87688 1.2206 -0.5489 0.2029
P 1.62062 -0.37766 -0.48207 -1.6309 1.7581 -0.9149
C 1.81523 -0.36533 1.36866 -0.8708 -2.0315 -2.1004
S 2.80190 -1.50728 -1.62374 -1.3313 0.7036 1.2673
C -0.59426 -0.41896 -0.72255 3.1751 -3.4930 1.5241
C -1.55370 0.41991 -1.15778 -1.3952 1.9810 -0.5361
F -1.26939 1.72220 -1.49769 0.1011 -0.6354 0.0097
C -2.91214 0.09090 -1.21672 -0.1128 -0.8681 -0.5450
C -3.25261 -1.20586 -0.85280 0.5810 1.6984 0.7720
C -2.37644 -2.05025 -0.21888 0.9777 -3.1863 -0.2514
C -1.03763 -1.70973 -0.26559 -0.2555 2.3585 0.1259
F -0.10660 -2.47073 0.32844 -0.0671 -0.4814 -0.1832
H 1.85879 1.96542 0.13934 -0.1868 -0.5319 -1.8857
H 2.64086 1.52133 -1.58547 -1.7684 0.3258 1.2473
H 0.73246 1.61462 -1.33332 1.1682 0.6512 0.1001
H 1.61695 -1.44505 1.51847 0.7657 0.6255 0.9475
H 2.79482 0.03640 1.54052 0.5463 -0.2612 0.3715
H 1.03822 0.21431 1.81688 -0.4842 0.4563 0.1957
H -3.72052 0.73027 -1.61377 0.9803 -0.0627 0.2755
H -4.25864 -1.44270 -0.84867 -1.9119 -0.6353 -0.2522
H -2.67576 -3.12721 0.09684 0.4989 2.1769 -0.3706
```
Positions in Å, forces in eV/Å.


No. 4
DFT (ωB97M-V/def2-TZVPD) results for a molecular structure, C8H9I3 at a distorted geometry.

Values from the calculation:
* relative energy (zero: lowest compared OMol25 entry of this formula, charge and spin): 0.00 kcal per mole
* largest force on an atom: 4.19 eV/Å
* LUMO energy: -0.250 eV
* gap between HOMO and LUMO: 7.8730 eV
* energy: -1203.16148 hartree

Structure (XYZ):
```
20
Properties=species:S:1:pos:R:3:forces:R:3
C 1.31388 -0.32593 -0.06941 -0.3586 -0.9178 0.9406
C 0.50361 -1.27237 -0.50005 -1.8998 3.4405 -1.4401
C -0.51472 -2.34465 -0.70207 -0.8981 0.1862 -0.6529
C 0.79615 1.10781 -0.02721 -2.3703 -1.6214 -0.0847
C -1.59310 -1.41388 -1.35970 -1.6908 -0.7534 -2.0772
C -0.75715 0.91481 -0.37450 1.0125 1.3936 -0.7095
C -0.86728 -0.06848 -1.43666 2.0139 -2.8752 0.1184
C 1.07943 1.73183 1.29163 1.2182 -0.2253 1.0636
I -3.54817 -1.24784 -0.20968 0.8053 -0.1723 -0.3673
I -1.74639 2.79225 -0.87337 0.0991 0.4245 0.1550
I -0.48666 0.61533 -3.44048 0.0628 -0.5441 0.6271
H 2.21311 -0.47742 0.51638 0.1773 -0.3611 0.0531
H -0.11515 -3.03907 -1.46606 -0.5511 -0.1769 0.5861
H -0.99215 -2.81008 0.19156 1.1359 -0.0158 -0.4949
H 1.23111 1.65620 -0.80354 0.6742 1.1437 -1.2990
H -2.02890 -1.81389 -2.42012 1.2950 1.0452 2.6073
H -1.43410 0.69072 0.40786 0.0619 -0.7921 1.3329
H 0.76676 2.76898 1.32528 -0.2788 0.0539 0.2042
H 2.17746 1.72370 1.39842 -0.2361 0.2783 0.0678
H 0.73737 1.13293 2.16415 -0.2724 0.4894 -0.6306
```
Positions in Å, forces in eV/Å.


No. 5
DFT (ωB97M-V/def2-TZVPD) results for a gas-phase ion, C8H9N2S (charge +1) at a distorted geometry.

Values from the calculation:
* relative energy (zero: lowest compared OMol25 entry of this formula, charge and spin): 121.84 kcal per mole
* largest force on an atom: 4.61 eV/Å
* net charge: +1
* LUMO energy (alpha / beta): -7.575 / -4.224 eV
* gap between HOMO and LUMO (alpha / beta): 5.6126 / 8.9181 eV
* energy: -817.54671 hartree

Structure (XYZ):
```
20
Properties=species:S:1:pos:R:3:forces:R:3
C -2.64518 -0.09827 0.33865 -0.0500 -1.7496 -0.4882
C -2.07829 0.97106 1.02891 1.8245 -0.1876 -0.9637
C -1.87888 -0.86906 -0.52827 2.3705 2.0927 1.0241
C -0.71190 1.17860 0.77670 -0.8900 -0.5129 1.1403
C -0.48875 -0.71246 -0.71997 -0.3330 -0.7434 -0.4689
C 0.15678 0.29886 0.03984 0.8038 2.4559 -0.3381
C 1.20183 -2.40859 -1.31366 0.0864 -2.3751 -2.5824
C 2.44480 2.01808 0.98151 -0.5398 0.4107 -0.7251
N 1.95398 -2.48093 -0.34883 0.5348 0.7831 1.2808
N 0.12230 -1.59531 -1.65606 1.7144 2.5604 3.4237
S 1.85315 0.84569 -0.28045 -1.9073 -0.9772 -0.0175
H -3.61598 -0.57344 0.47948 -0.1892 0.9724 0.3170
H -2.60461 1.60786 1.72290 -0.1006 0.0199 -0.1253
H -2.21885 -1.71178 -0.98631 -1.6157 -2.0569 -1.1443
H -0.31434 2.01995 1.30004 0.6652 0.3541 0.1220
H 1.43251 -3.25733 -2.09128 -0.5989 1.4492 0.9213
H 2.29909 1.51028 1.92275 0.2075 0.2907 0.4312
H 2.12135 3.07852 0.93413 -0.7325 -0.8669 0.0403
H 3.47483 2.13242 0.67670 0.5560 -0.5494 0.2386
H -0.50383 -1.95416 -2.27676 -1.8060 -1.3702 -2.0862
```
Positions in Å, forces in eV/Å.


No. 6
DFT (ωB97M-V/def2-TZVPD) results for C8H9N3O in the gas phase at a distorted geometry.

Values from the calculation:
* relative energy (zero: lowest compared OMol25 entry of this formula, charge and spin): 133.41 kcal per mole
* largest force on an atom: 4.65 eV/Å
* LUMO energy (alpha / beta): -0.734 / -0.577 eV
* gap between HOMO and LUMO (alpha / beta): 6.4678 / 6.6629 eV
* energy: -549.52845 hartree

Structure (XYZ):
```
21
Properties=species:S:1:pos:R:3:forces:R:3
C -4.58073 -1.05043 -0.24421 -0.8271 0.5415 0.7261
C -3.65116 -0.11866 -0.36036 3.8727 0.7320 -0.5353
C -1.35634 -0.42692 0.65109 -4.6035 -0.5423 0.3212
C -2.23193 1.74139 0.12523 0.2722 0.3050 -0.3874
C -0.39308 -1.48877 0.55397 0.9867 -0.2143 -0.7184
C 0.94030 -1.07401 -0.05856 3.0453 -2.5913 -0.5048
C 0.82330 0.26563 -0.65807 -0.5988 3.4340 -2.3843
C 0.16415 1.29882 0.30362 1.7803 -0.6387 -0.4060
N -5.22222 -1.97375 0.03794 -0.8406 -1.0861 -0.1077
N -3.41246 1.18823 -0.20495 -4.4118 -0.4972 0.5762
N -1.19464 0.81860 0.34911 0.6739 0.8837 0.9954
O -2.13037 2.93579 0.13600 1.0565 0.9360 0.4367
H -0.31072 -1.98485 1.54246 -0.2013 -0.1367 -0.8279
H -0.81909 -2.13806 -0.26637 -0.2676 0.1418 1.4377
H 1.84525 -1.09545 0.63008 -1.2703 0.0697 -0.3479
H 1.22103 -1.92451 -0.83217 -0.3945 1.9295 1.2148
H 1.69972 0.88315 -0.96156 0.2181 -1.5227 -0.0467
H 0.13102 0.29289 -1.59921 1.2091 -0.3054 1.4655
H 0.69692 1.24005 1.29577 -0.8849 0.2056 -0.7499
H 0.26943 2.31407 -0.09915 -0.4086 -0.3318 0.2128
H -4.21531 1.88073 0.00293 1.5943 -1.3122 -0.3701
```
Positions in Å, forces in eV/Å.


No. 7
DFT (ωB97M-V/def2-TZVPD) results for a molecular structure, C8H9N4O4PdS at a distorted geometry.

Values from the calculation:
* largest force on an atom: 1.57 eV/Å
* net charge: -1
* LUMO energy: 2.640 eV
* gap between HOMO and LUMO: 5.1977 eV
* energy: -1356.22327 hartree

Structure (XYZ):
```
27
Properties=species:S:1:pos:R:3:forces:R:3
Pd -0.52888 -1.09244 -1.10286 -0.9663 -0.3440 -0.6286
O 0.81792 -0.84473 0.77064 0.3405 0.3001 0.1722
C 0.19000 0.05042 1.32984 0.0140 -0.2675 -0.3608
C 0.07219 1.44979 0.89824 -0.0795 -0.4024 1.1016
C -0.05956 2.36173 1.93464 0.3749 -0.8403 -0.0569
C -0.03341 3.70080 1.67404 -0.3545 0.9694 0.2072
C -0.03170 4.15538 0.34360 0.1108 0.9217 -0.3629
C 0.02884 3.29180 -0.69769 0.1093 -0.7978 -0.1077
C 0.09710 1.86188 -0.47007 -0.0549 -0.6958 -1.1983
O 0.11496 1.02423 -1.42429 0.2195 1.2572 0.7272
N -0.05075 4.64846 2.76749 0.0884 -1.1118 -1.0994
O -0.03436 4.21427 3.90342 -0.0608 -0.0375 0.8081
O -0.05185 5.82810 2.49013 -0.0497 1.1040 0.0585
H -0.30068 -0.20254 2.28820 -0.0818 0.2137 0.0796
H -0.09951 2.00460 2.95676 -0.0333 0.0624 -0.0066
H -0.07809 5.22235 0.12686 0.0492 -0.2172 0.2912
H 0.04623 3.61015 -1.73564 -0.0682 0.1008 0.1677
N 1.14745 -2.82357 -1.69624 1.1291 0.0184 0.3012
N 0.57426 -4.06700 -1.63710 0.7872 -0.0100 -0.0863
C -0.76908 -4.18242 -1.68892 -0.8021 0.4660 0.1920
N -1.16120 -5.48784 -1.52237 0.1901 -0.2347 -0.4321
S -1.79096 -2.86979 -1.93557 0.2309 -0.7748 0.5298
H 1.55990 -2.58271 -2.58361 0.0458 -0.0029 0.0694
H 1.68308 -2.56280 -0.86161 -0.3764 -0.1835 -0.5993
H 1.15195 -4.89744 -1.73872 -0.1628 0.2752 0.1347
H -0.44071 -6.15487 -1.27951 -0.1939 0.1220 0.1300
H -2.05313 -5.65580 -1.10964 -0.4052 0.1090 -0.0313
```
Positions in Å, forces in eV/Å.


No. 8
DFT (ωB97M-V/def2-TZVPD) results for C8H9NO in the gas phase at a distorted geometry.

Values from the calculation:
* SMILES: C[C@H]1C(=O)Cc2cccn21
* relative energy (zero: lowest compared OMol25 entry of this formula, charge and spin): 55.34 kcal per mole
* largest force on an atom: 5.62 eV/Å
* LUMO energy: 0.517 eV
* gap between HOMO and LUMO: 8.4014 eV
* energy: -440.16314 hartree

Structure (XYZ):
```
19
Properties=species:S:1:pos:R:3:forces:R:3
C 1.35833 -1.74229 -0.40209 -0.0041 -2.2562 1.1009
C 1.22892 -0.64437 0.51877 -5.2261 0.8519 1.8847
C 1.74286 0.69632 0.11820 -3.0564 1.3285 -0.0957
O 2.85691 1.01716 0.25300 3.3430 0.4455 -0.0337
C 0.61866 1.77512 -0.16829 0.1215 0.0020 0.5502
C -0.66639 1.08949 0.08044 0.1000 -0.2844 0.6654
C -2.01985 1.23056 -0.10767 -0.5302 3.1854 -2.0110
C -2.58733 -0.02236 -0.04210 -2.1430 -1.8423 0.3755
C -1.59793 -0.91981 0.32966 -0.4818 -1.1800 0.2715
N -0.47175 -0.19840 0.42901 4.4147 -1.1211 0.6231
H 1.15504 -1.37401 -1.34519 -0.9030 -0.0537 -2.2471
H 0.87089 -2.71249 -0.06386 0.1330 1.4870 -0.7004
H 2.37989 -1.95178 -0.36928 2.0440 -0.6907 -0.2804
H 1.51092 -0.95863 1.55698 -0.4831 0.8168 -0.7340
H 0.55353 2.23536 -1.15394 0.7823 -0.1414 -0.1448
H 0.86519 2.56330 0.55612 -0.1203 0.0121 -0.2186
H -2.56126 2.14907 -0.52256 1.0136 -1.4110 0.8677
H -3.67054 -0.23951 -0.24028 1.3759 0.0993 0.3991
H -1.56610 -1.99271 0.57308 -0.3803 0.7522 -0.2726
```
Positions in Å, forces in eV/Å.